85
Properties=species:S:1:pos:R:3 method="wB97M-V/def2-TZVPD" e_lumo_ev=-7.658 orbital_gap_ev=6.2 e_above_lowest_kcal_mol=20.4 total_energy_ev=-181545.0128 charge=+2 multiplicity=1
W -0.16916 -1.07160 0.19906
F -1.92539 -5.67191 -2.09155
C -2.80093 -5.44733 -1.10551
F -3.40222 -6.59517 -0.80258
F -3.73926 -4.60026 -1.58899
C -2.12354 -4.83856 0.09458
C -2.05986 -5.47904 1.32073
C -1.41405 -4.87710 2.39582
C -0.84472 -3.63064 2.22150
N -0.93715 -3.01203 1.04110
C -1.52747 -3.58752 -0.00980
S -1.41608 -2.49705 -1.36840
H -2.50844 -6.45746 1.43242
H -1.33898 -5.37537 3.35067
H -0.31264 -3.11238 3.00558
O -0.27931 0.64244 1.36735
S -0.30639 2.06393 1.94693
C -2.07051 2.41567 2.02583
C -2.87287 1.37598 2.80116
C -4.27107 1.14800 2.22555
C -4.32480 0.72781 0.76055
S -3.57772 -0.82326 0.22513
O -2.18198 -0.85831 0.90691
C -4.47640 -2.03908 1.15254
C -5.52838 -2.66870 0.50273
C -6.26185 -3.62799 1.18602
C -5.92709 -3.95437 2.49126
C -4.86302 -3.32426 3.12648
C -4.12890 -2.35677 2.46032
C 0.10150 1.88820 3.66331
C 0.20314 3.07837 4.37839
C 0.50492 3.01689 5.72896
C 0.72390 1.78593 6.33575
C 0.64575 0.61419 5.59962
C 0.33029 0.65424 4.24704
H -2.33218 2.46520 0.96628
H -2.15462 3.43124 2.41865
H -2.96142 1.68540 3.84300
H -2.32653 0.43409 2.80082
H -4.84822 2.07539 2.28111
H -4.80673 0.42694 2.84516
H -3.88209 1.46770 0.09181
H -5.36101 0.60078 0.43002
H -5.76477 -2.43478 -0.52775
H -7.08370 -4.12835 0.69402
H -6.49708 -4.70744 3.01847
H -4.60914 -3.58522 4.14500
H -3.29480 -1.86421 2.94120
H 0.05705 4.03821 3.89761
H 0.58281 3.92848 6.30439
H 0.97072 1.74539 7.38762
H 0.83626 -0.33738 6.07655
H 0.28604 -0.24875 3.65588
C -2.72432 -0.87918 -3.83635
N -1.51966 -0.06490 -3.91813
C -0.89378 0.22382 -5.10094
C 0.08747 1.11692 -4.82267
N 0.05737 1.38290 -3.48092
B 0.70748 2.71713 -2.96267
N 1.37918 2.61402 -1.54176
C 1.81629 3.76774 -0.94748
C 2.49364 3.43480 0.18063
N 2.44606 2.07046 0.28350
C 3.13679 1.29069 1.30425
C 1.76526 1.59432 -0.78182
S 1.62804 -0.12159 -1.10838
C -0.91617 0.63913 -2.93766
S -1.33305 0.69809 -1.25066
H -3.32307 -0.67667 -4.72110
H -3.28106 -0.59746 -2.94720
H -2.47537 -1.93604 -3.79989
H -1.20328 -0.22526 -6.02725
H 0.79307 1.60524 -5.46934
H 1.56889 2.98807 -3.74328
H -0.14351 3.55468 -2.87906
H 1.62285 4.72861 -1.38923
H 3.00390 4.04085 0.90718
H 3.42897 1.97302 2.09820
H 4.02048 0.81860 0.87930
H 2.47636 0.52095 1.70012
O 1.11885 -2.49696 -0.41409
Se 2.17901 -2.60569 0.98486
O 3.60115 -1.96031 0.73788
O 1.09219 -1.36926 1.67874
O 1.96999 -3.98298 1.73785